Formula: C4H5NO
Source: OMol25
Level of theory: ωB97M-V/def2-TZVPD

## Properties
- Energy above the lowest of the compared OMol25 structures with the same formula, charge and spin: 59.6 kcal per mole
- LUMO level: 0.82 eV
- Structure (SMILES): C=C=CC(N)=O
- Electronic energy: -7763.941 eV
- Orbital gap: 9.888 eV
- Net charge: 0

CARTESIAN COORDINATES (ANGSTROEM)
C -1.28 0.05 0.16
C -2.24 0.72 -0.30
C -0.27 -0.56 0.63
C 1.16 0.32 0.10
N 2.08 -0.56 -0.36
O 1.24 1.50 0.23
H -2.90 1.30 0.42
H -2.79 0.65 -1.15
H 0.08 -1.53 1.13
H 1.91 -1.56 -0.23
H 3.01 -0.36 -0.63

***

Formula: C5H6O3
Source: OMol25
Level of theory: ωB97M-V/def2-TZVPD

## Properties
- Energy above the lowest of the compared OMol25 structures with the same formula, charge and spin: 137.2 kcal per mole
- LUMO level: 0.32 eV
- Electronic energy: -11418.463 eV
- Orbital gap: 9.344 eV
- Net charge: 0

CARTESIAN COORDINATES (ANGSTROEM)
C 1.15 0.03 0.04
C 0.08 0.61 1.01
C 0.15 0.69 -0.93
C -1.03 -0.23 -0.79
C -1.21 -0.23 0.66
H 2.54 -1.35 -0.37
H 1.98 0.87 0.03
H 0.52 0.53 2.12
H 0.45 1.12 -1.82
H -1.83 -0.21 -1.37
H -2.16 -0.20 1.08
O 1.51 -1.14 0.03
O -0.07 1.76 0.03
O -0.98 -1.36 -0.01

***

Formula: C3H7NO
Source: OMol25
Level of theory: ωB97M-V/def2-TZVPD

## Properties
- Energy above the lowest of the compared OMol25 structures with the same formula, charge and spin: 47.1 kcal per mole
- LUMO level: 0.87 eV
- Structure (SMILES): CCC(N)=O
- Electronic energy: -6760.708 eV
- Orbital gap: 10.386 eV
- Net charge: 0

CARTESIAN COORDINATES (ANGSTROEM)
C -1.23 0.11 -0.39
C -0.14 -0.55 0.85
C 0.98 0.31 0.40
O 1.46 1.27 0.98
N 1.17 0.10 -0.94
H -2.15 -0.37 -0.14
H -1.25 1.21 -0.29
H -1.12 -0.02 -1.51
H -0.04 -1.62 0.63
H -0.27 -0.48 1.97
H 1.14 -0.82 -1.34
H 1.42 0.89 -1.50

***

Formula: C12H24F2NO8P
Source: OMol25
Level of theory: ωB97M-V/def2-TZVPD

## Properties
- LUMO level: 0.45 eV
- Structure (SMILES): CC[C@H](F)[C@H](COC)O[C@H](CNF)P(=O)(O)O.C[C@@H]1COC(=O)O1
- Electronic energy: -45426.503 eV
- Orbital gap: 9.740 eV
- Net charge: 0

CARTESIAN COORDINATES (ANGSTROEM)
C -0.30 3.13 1.25
C 0.50 1.83 1.04
C 1.16 1.76 -0.31
F 1.71 3.02 -0.59
C 0.26 1.25 -1.45
C 0.46 1.98 -2.76
O 0.12 3.35 -2.69
C 1.13 4.18 -3.21
O -1.10 1.38 -1.05
C -1.96 0.43 -1.63
C -3.45 0.91 -1.43
N -3.52 2.22 -0.81
F -4.16 2.08 0.44
P -1.72 -1.28 -0.97
O -1.42 -2.18 -2.08
O -0.53 -1.21 0.07
O -2.98 -1.76 -0.12
H 0.16 3.80 1.95
H -1.29 2.87 1.60
H -0.44 3.64 0.30
H 1.27 1.78 1.79
H -0.14 0.98 1.21
H 2.01 1.09 -0.24
H 0.55 0.22 -1.62
H 1.48 1.81 -3.11
H -0.19 1.51 -3.49
H 2.05 4.06 -2.65
H 1.36 3.93 -4.24
H 0.80 5.21 -3.17
H -1.81 0.36 -2.69
H -3.98 0.25 -0.76
H -3.95 0.96 -2.39
H -4.11 2.85 -1.35
H -0.34 -2.15 0.31
H -2.85 -1.47 0.81
C 3.40 -4.55 3.33
C 1.94 -4.42 2.97
C 1.65 -4.28 1.50
O 0.39 -3.58 1.52
C 0.35 -2.85 2.68
O -0.47 -2.04 2.93
O 1.37 -3.21 3.49
H 3.53 -4.49 4.41
H 3.79 -5.50 2.98
H 3.98 -3.74 2.88
H 1.37 -5.26 3.40
H 1.55 -5.23 0.99
H 2.37 -3.65 0.98

***

Formula: C2F6FeNO4S2
Source: OMol25
Level of theory: ωB97M-V/def2-TZVPD

## Properties
- Energy above the lowest of the compared OMol25 structures with the same formula, charge and spin: 3.3 kcal per mole
- LUMO level (spin up / spin down): 3.06 / 2.44 eV
- Spin multiplicity: 5
- Electronic energy: -84114.388 eV
- Orbital gap (spin up / spin down): 7.282 / 6.789 eV
- Net charge: -1

CARTESIAN COORDINATES (ANGSTROEM)
O 3.06 -1.79 6.73
Fe 4.09 -1.33 5.35
N 2.38 1.04 4.16
S 1.36 0.18 5.58
O -0.09 -0.11 5.42
C 1.39 1.58 6.82
F 0.66 2.60 6.40
F 2.62 1.99 7.04
F 0.87 1.13 7.96
S 3.16 0.35 3.02
O 4.00 -0.81 3.52
O 3.87 1.26 2.13
C 2.02 -0.60 1.90
F 1.36 -1.51 2.60
F 1.17 0.23 1.32
F 2.72 -1.23 0.96

***

Formula: C5H11NO
Source: OMol25
Level of theory: ωB97M-V/def2-TZVPD

## Properties
- Energy above the lowest of the compared OMol25 structures with the same formula, charge and spin: 115.1 kcal per mole
- LUMO level: 0.74 eV
- Electronic energy: -8896.705 eV
- Orbital gap: 7.190 eV
- Net charge: 0

CARTESIAN COORDINATES (ANGSTROEM)
C 2.68 0.66 0.20
O 1.43 1.00 -0.37
C 0.59 -0.12 -0.53
C -0.16 -0.56 0.75
N -1.43 0.09 0.28
C -2.74 -0.58 0.59
C -0.76 0.31 -1.09
H 3.26 1.58 0.28
H 3.23 -0.06 -0.43
H 2.56 0.22 1.20
H 1.12 -0.92 -1.08
H -0.32 -1.64 0.82
H 0.22 -0.16 1.69
H -1.59 0.96 0.78
H -2.63 -1.64 0.29
H -3.43 -0.10 -0.13
H -0.80 1.34 -1.46
H -1.21 -0.39 -1.80

***

Formula: C12H18O6S2
Source: OMol25
Level of theory: ωB97M-V/def2-TZVPD

## Properties
- LUMO level: -1.25 eV
- Structure (SMILES): O=C1C=CC(=O)C(CCCS)=C1O.CCOS(C)(=O)=O
- Electronic energy: -46687.726 eV
- Orbital gap: 7.887 eV
- Net charge: 0

CARTESIAN COORDINATES (ANGSTROEM)
O -0.41 3.05 -0.69
C -0.46 2.11 0.14
C -1.76 1.21 0.25
C -1.73 0.07 1.06
C -0.39 -0.29 1.82
O -0.32 -1.43 2.34
C 0.85 0.72 1.90
C 2.04 0.31 2.87
C 2.65 1.52 3.73
C 2.54 1.29 5.32
S 3.27 -0.32 5.89
C 0.79 1.85 1.07
O 1.85 2.78 1.03
H -2.70 1.50 -0.31
H -2.62 -0.63 1.18
H 2.83 -0.29 2.30
H 1.60 -0.43 3.62
H 2.04 2.45 3.51
H 3.73 1.65 3.38
H 3.16 2.14 5.80
H 1.47 1.44 5.69
H 2.34 -0.76 6.85
H 1.53 3.65 1.36
O -3.50 -1.41 -4.64
S -2.57 -1.59 -3.55
O -2.26 -0.52 -2.64
O -1.19 -2.19 -4.13
C -0.54 -1.49 -5.20
C 0.20 -0.26 -4.70
C -3.05 -3.01 -2.62
H -1.25 -1.24 -5.99
H 0.19 -2.19 -5.63
H -0.51 0.49 -4.34
H 0.79 0.18 -5.50
H 0.85 -0.52 -3.86
H -3.24 -3.84 -3.31
H -3.97 -2.76 -2.08
H -2.26 -3.26 -1.92

***

Formula: C17H19NO6
Source: OMol25
Level of theory: ωB97M-V/def2-TZVPD

## Properties
- Energy above the lowest of the compared OMol25 structures with the same formula, charge and spin: 52.1 kcal per mole
- LUMO level: -0.77 eV
- Structure (SMILES): CC(=O)N(C(C)=O)C1=C(CCCc2ccccc2)C(=O)OC1=O.O
- Electronic energy: -31712.117 eV
- Orbital gap: 8.233 eV
- Net charge: 0

CARTESIAN COORDINATES (ANGSTROEM)
C -3.60 2.44 -0.91
C -2.33 1.65 -0.90
O -1.25 2.16 -0.84
N -2.40 0.18 -0.96
C -3.18 -0.34 -2.07
C -2.39 -0.43 -3.35
O -4.32 -0.70 -1.97
C -2.68 -0.41 0.31
C -1.88 -1.24 0.98
C -0.54 -1.84 0.72
C 0.29 -1.26 -0.44
C 1.80 -1.36 -0.16
C 2.38 -0.25 0.68
C 3.71 0.12 0.46
C 4.29 1.15 1.18
C 3.56 1.84 2.14
C 2.24 1.48 2.37
C 1.66 0.45 1.64
C -2.61 -1.59 2.24
O -2.37 -2.44 3.03
O -3.70 -0.75 2.37
C -3.92 -0.18 1.12
O -4.95 0.33 0.84
H -3.44 3.30 -1.57
H -4.47 1.88 -1.24
H -3.78 2.84 0.09
H -2.02 -1.45 -3.41
H -1.52 0.23 -3.31
H -3.04 -0.20 -4.19
H 0.03 -1.76 1.65
H -0.68 -2.91 0.57
H 0.06 -0.21 -0.65
H 0.07 -1.86 -1.33
H 2.31 -1.30 -1.13
H 2.04 -2.35 0.25
H 4.32 -0.39 -0.27
H 5.32 1.43 1.00
H 4.01 2.65 2.70
H 1.66 2.01 3.12
H 0.62 0.23 1.84
O 6.75 -0.44 -0.50
H 6.76 -1.06 -1.23
H 7.18 0.35 -0.85

***

Formula: C4H5NO2
Source: OMol25
Level of theory: ωB97M-V/def2-TZVPD

## Properties
- Energy above the lowest of the compared OMol25 structures with the same formula, charge and spin: 94.9 kcal per mole
- LUMO level: 0.90 eV
- Structure (SMILES): O/N=C1\CC=CO1
- Electronic energy: -9810.201 eV
- Orbital gap: 9.447 eV
- Net charge: 0

CARTESIAN COORDINATES (ANGSTROEM)
C 0.37 0.08 0.58
C -0.93 -0.16 -0.14
C -0.21 -0.72 -1.45
C 1.08 -0.70 -1.31
H -0.30 1.84 2.93
H -1.42 -1.01 0.51
H -1.61 0.70 -0.37
H -0.72 -1.22 -2.27
H 1.91 -0.79 -2.14
N 0.68 0.97 1.53
O -0.42 1.30 2.22
O 1.57 -0.30 -0.08

***

Formula: C31H38N6O8P2SSc
Source: OMol25
Level of theory: ωB97M-V/def2-TZVPD

## Properties
- Energy above the lowest of the compared OMol25 structures with the same formula, charge and spin: 59.1 kcal per mole
- LUMO level: -2.64 eV
- Electronic energy: -108199.642 eV
- Orbital gap: 8.485 eV
- Net charge: +1

CARTESIAN COORDINATES (ANGSTROEM)
Sc -1.17 -1.03 -0.22
C 1.84 -1.15 -1.81
C 1.91 0.33 -2.10
C 0.60 1.03 -2.40
C 0.67 2.28 -3.00
C -0.49 2.93 -3.38
C -1.70 2.28 -3.18
C -1.69 1.05 -2.57
N -0.57 0.43 -2.15
N 1.29 -1.53 -0.48
C 2.16 -0.99 0.56
C 1.56 -1.09 1.92
C 2.38 -1.20 3.04
C 1.82 -1.11 4.30
C 0.46 -0.90 4.39
C -0.29 -0.83 3.23
N 0.23 -0.95 2.00
C 1.29 -3.00 -0.37
C 0.26 -3.62 -1.29
C 0.34 -4.95 -1.65
C -0.61 -5.44 -2.53
C -1.60 -4.59 -3.01
C -1.63 -3.28 -2.55
N -0.71 -2.81 -1.70
H 2.85 -1.56 -1.88
H 1.23 -1.63 -2.58
H 2.52 0.43 -2.99
H 2.45 0.89 -1.33
H 1.64 2.73 -3.17
H -0.45 3.91 -3.84
H -2.63 2.73 -3.47
H -2.61 0.52 -2.38
H 2.32 0.07 0.38
H 3.15 -1.48 0.53
H 3.44 -1.35 2.90
H 2.44 -1.19 5.18
H -0.03 -0.79 5.35
H -1.35 -0.66 3.30
H 1.08 -3.27 0.67
H 2.28 -3.40 -0.63
H 1.14 -5.58 -1.27
H -0.58 -6.47 -2.85
H -2.34 -4.93 -3.71
H -2.41 -2.59 -2.83
C -5.31 0.92 -0.76
C -4.48 0.41 0.41
O -5.21 0.63 1.63
P -3.97 -1.50 0.19
O -5.16 -1.94 1.41
O -5.13 -1.81 -0.96
O -2.90 -1.01 -1.00
P -3.16 1.71 0.66
O -3.01 1.86 2.24
O -3.24 2.92 -0.14
O -1.56 1.09 0.43
H -6.25 0.37 -0.79
H -4.79 0.75 -1.70
H -5.53 1.98 -0.65
H -5.56 -0.25 1.86
H -4.77 -2.28 2.22
H -5.90 -2.21 -0.54
H -3.90 1.76 2.64
N -3.22 -3.15 0.15
N -2.68 -1.22 1.49
H -3.68 -3.77 0.81
H -3.42 -3.55 -0.76
H -2.91 -0.46 2.12
H -2.49 -2.06 2.02
C 6.49 2.78 -0.15
C 7.07 3.86 0.73
O 8.23 4.12 0.79
S 5.95 4.83 1.74
C 4.36 4.09 1.48
C 3.92 3.06 2.30
C 2.67 2.49 2.12
C 1.83 2.95 1.10
C 2.27 4.00 0.28
C 3.52 4.57 0.48
C 0.56 2.34 0.88
C -0.50 1.81 0.68
H 6.03 2.00 0.47
H 7.30 2.35 -0.73
H 5.72 3.18 -0.80
H 4.57 2.71 3.10
H 2.33 1.70 2.78
H 1.61 4.38 -0.49
H 3.85 5.39 -0.14

***

Formula: C27H30ClNOP2Sc
Source: OMol25
Level of theory: ωB97M-V/def2-TZVPD

## Properties
- Energy above the lowest of the compared OMol25 structures with the same formula, charge and spin: 0.0 kcal per mole
- LUMO level: -2.93 eV
- Electronic energy: -83820.451 eV
- Orbital gap: 6.950 eV
- Net charge: +1

CARTESIAN COORDINATES (ANGSTROEM)
C 3.17 -3.00 0.71
C 2.67 -1.74 0.36
C 1.55 -1.69 -0.54
C 1.02 -2.88 -1.07
C 1.44 -4.10 -0.56
C 2.52 -4.17 0.33
C -0.08 -2.76 -2.12
C 0.07 -1.46 -2.91
C 0.50 -0.33 -2.20
C 0.45 0.94 -2.84
C 0.07 1.01 -4.19
C -0.30 -0.14 -4.89
C -0.34 -1.37 -4.23
H 4.08 -3.06 1.32
H 0.91 -5.01 -0.85
H 2.85 -5.13 0.74
H -0.04 -3.61 -2.80
H 0.01 1.98 -4.68
H -0.59 -0.06 -5.94
H -0.71 -2.27 -4.74
N 0.91 -0.47 -0.86
Sc -0.05 0.19 0.80
C 3.28 -0.49 0.97
H 3.61 0.22 0.20
H 4.16 -0.76 1.58
C 0.68 2.20 -2.04
H 1.70 2.21 -1.62
H 0.55 3.09 -2.66
P 2.15 0.43 2.10
P -0.47 2.33 -0.59
C -2.12 2.29 -1.37
H -2.86 2.12 -0.58
H -2.34 3.25 -1.87
H -2.20 1.48 -2.10
C -0.30 4.08 -0.15
H -0.52 4.73 -1.00
H -1.00 4.31 0.66
H 0.72 4.28 0.21
C 2.30 -0.52 3.66
H 3.27 -0.32 4.14
H 1.49 -0.20 4.34
H 2.19 -1.59 3.47
C 3.04 1.98 2.44
H 2.35 2.68 2.94
H 3.91 1.81 3.08
H 3.36 2.43 1.48
C -1.42 -2.75 -1.48
O -1.85 -1.89 -0.73
H -1.89 -3.67 -1.85
Cl -0.99 -1.76 2.19
C -2.40 -0.66 2.04
C -3.63 -1.19 1.67
C -4.72 -0.33 1.45
C -4.55 1.05 1.61
C -3.32 1.59 1.96
C -2.20 0.74 2.24
C -0.88 1.28 2.59
H -3.74 -2.26 1.53
H -5.68 -0.73 1.13
H -5.40 1.71 1.46
H -3.18 2.67 2.06
H -0.77 2.37 2.51
H -0.43 0.88 3.50

***

Formula: C14H10F2N2O3
Source: OMol25
Level of theory: ωB97M-V/def2-TZVPD

## Properties
- LUMO level: -0.20 eV
- Structure (SMILES): CCOC(=O)c1cn(CC#N)c2cc(F)c(F)cc2c1=O
- Electronic energy: -29237.525 eV
- Orbital gap: 8.834 eV
- Net charge: 0

CARTESIAN COORDINATES (ANGSTROEM)
C 3.12 1.46 4.70
C 3.52 0.73 3.43
H 3.92 -0.26 3.65
H 4.27 1.29 2.87
O 2.35 0.58 2.61
C 2.55 0.05 1.40
O 3.62 -0.29 0.98
C 1.27 -0.02 0.64
C 0.32 0.92 0.86
N -0.86 0.98 0.20
C -1.15 0.06 -0.78
C -2.34 0.11 -1.52
C -2.59 -0.83 -2.49
C -1.68 -1.84 -2.77
C -0.50 -1.90 -2.06
C -0.22 -0.96 -1.06
C 1.06 -1.09 -0.33
O 1.82 -2.02 -0.53
H 0.23 -2.67 -2.25
F -1.94 -2.75 -3.72
F -3.74 -0.75 -3.17
H -3.09 0.87 -1.36
C -1.82 2.03 0.50
C -1.42 2.91 1.58
N -1.16 3.63 2.42
H -1.99 2.65 -0.39
H -2.78 1.58 0.79
H 0.49 1.69 1.60
H 3.99 1.58 5.34
H 2.36 0.89 5.23
H 2.71 2.44 4.46

***

Formula: C3H8P2
Source: OMol25
Level of theory: ωB97M-V/def2-TZVPD

## Properties
- Energy above the lowest of the compared OMol25 structures with the same formula, charge and spin: 115.4 kcal per mole
- LUMO level (spin up / spin down): -0.75 / -0.75 eV
- Electronic energy: -21811.760 eV
- Orbital gap (spin up / spin down): 6.302 / 6.303 eV
- Net charge: 0

CARTESIAN COORDINATES (ANGSTROEM)
C -0.21 0.44 -0.11
C -1.49 -0.30 -0.15
C -0.07 1.72 -0.70
P 1.56 -1.44 1.13
P 2.92 -0.82 -0.30
H -1.38 -1.24 0.40
H -1.97 -0.44 -1.16
H -2.30 0.38 0.23
H -0.90 2.37 -0.38
H -0.32 1.65 -1.70
H 1.02 2.10 -0.67
H 3.67 -2.08 -0.59
H 4.12 -0.26 0.38

***

Formula: C12H42ClN5O4
Source: OMol25
Level of theory: ωB97M-V/def2-TZVPD

## Properties
- LUMO level (spin up / spin down): -2.59 / -2.68 eV
- Spin multiplicity: 2
- Electronic energy: -41272.132 eV
- Orbital gap (spin up / spin down): 3.844 / 7.265 eV
- Net charge: +1

CARTESIAN COORDINATES (ANGSTROEM)
N -2.99 -2.63 -2.21
H -2.45 -1.87 -2.59
H -3.96 -2.35 -2.25
H -2.74 -2.76 -1.24
H -2.83 -3.45 -2.77
N 2.55 -2.74 1.56
H 3.34 -2.53 0.96
H 2.33 -3.72 1.46
H 1.73 -2.16 1.44
H 2.89 -2.58 2.50
N -0.91 -5.57 1.97
H 0.09 -5.59 2.10
H -1.12 -6.23 1.24
H -1.14 -4.63 1.67
H -1.45 -5.81 2.79
Cl -1.19 -1.92 1.03
O 0.00 -1.11 0.94
O -2.32 -1.15 0.66
O -1.04 -3.06 0.17
O -1.34 -2.47 2.34
C -0.27 2.57 3.28
C 0.58 3.61 2.48
N 2.07 3.60 2.75
C 2.48 4.05 4.10
C 1.87 5.38 4.59
C 2.64 2.28 2.43
C 2.46 1.85 0.98
H -1.34 2.77 3.35
H 0.13 2.45 4.29
H -0.13 1.59 2.82
H 0.36 3.47 1.42
H 0.26 4.64 2.66
H 2.29 3.30 4.87
H 3.56 4.17 4.03
H 2.41 5.60 5.51
H 1.97 6.18 3.86
H 0.82 5.25 4.82
H 2.30 1.51 3.13
H 3.71 2.47 2.56
H 1.43 1.51 0.85
H 3.16 1.05 0.74
H 2.69 2.73 0.39
C 0.48 -2.18 -2.80
C -0.14 -1.22 -3.78
N -1.43 -0.62 -3.32
C -1.30 0.33 -2.20
C -0.48 1.65 -2.44
C -2.11 0.08 -4.47
C -2.74 -0.87 -5.45
H -0.23 -2.97 -2.55
H 0.64 -1.65 -1.86
H 1.42 -2.55 -3.21
H 0.52 -0.38 -3.99
H -0.34 -1.72 -4.73
H -0.89 -0.22 -1.35
H -2.30 0.62 -1.86
H -1.00 2.25 -3.18
H 0.54 1.43 -2.77
H -0.42 2.25 -1.53
H -2.92 0.70 -4.10
H -1.44 0.77 -4.98
H -3.31 -1.61 -4.88
H -3.43 -0.40 -6.15
H -2.05 -1.42 -6.08

***

Formula: C4H6N2O
Source: OMol25
Level of theory: ωB97M-V/def2-TZVPD

## Properties
- Energy above the lowest of the compared OMol25 structures with the same formula, charge and spin: 36.8 kcal per mole
- LUMO level: 1.04 eV
- Structure (SMILES): COc1cc[nH]n1
- Electronic energy: -9271.905 eV
- Orbital gap: 10.105 eV
- Net charge: 0

CARTESIAN COORDINATES (ANGSTROEM)
C -2.27 0.36 -0.04
O -1.33 -0.35 0.76
C -0.04 -0.14 0.42
N 0.51 1.06 0.37
N 1.77 0.81 -0.04
C 2.02 -0.50 -0.23
C 0.86 -1.17 0.06
H -3.20 -0.22 -0.02
H -2.45 1.37 0.35
H -1.91 0.44 -1.07
H 2.41 1.58 -0.17
H 2.98 -0.85 -0.59
H 0.65 -2.23 0.01